No. 1
Molecular formula: C2H3F3S
Method: DFT, ωB97M-V/def2-TZVPD

Geometry as XYZ:
```
9
Properties=species:S:1:pos:R:3:forces:R:3
F -0.2621 -1.1312 1.3704 -0.23 1.26 1.95
C -0.2035 -1.6776 0.2285 1.36 -0.12 -5.06
F -1.4719 -2.2191 -0.0501 2.24 0.97 0.06
F 0.7114 -2.6802 0.2699 -0.82 -0.09 0.15
H 0.3406 -0.9138 -0.7201 -2.53 -2.02 2.92
C 0.1757 2.2169 -0.3050 -1.21 -0.89 -1.45
S 1.3971 1.8905 0.6851 -0.60 0.48 -0.24
H 0.0277 1.6116 -1.2600 0.47 0.71 1.08
H -0.7150 2.9031 -0.2187 1.31 -0.29 0.58
```
Forces are in eV/Å.

Summary:
Charge: 0
Multiplicity: 1


No. 2
Molecular formula: C5H14O3
Method: DFT, ωB97M-V/def2-TZVPD

Geometry as XYZ:
```
22
Properties=species:S:1:pos:R:3:forces:R:3
C -1.8104 -0.8533 -0.1967 0.44 -0.05 0.30
C -0.8895 -1.0060 0.9109 0.75 -1.01 0.65
C 0.4530 -0.7286 0.6879 -0.19 1.14 -0.57
C 1.4986 -0.8176 1.5437 0.00 -0.40 0.40
C 2.8814 -0.6036 1.0457 -0.12 -0.45 0.92
H -2.5883 -0.1309 0.0790 -0.13 -0.03 -0.13
H -2.2911 -1.8149 -0.4235 -0.03 0.13 0.06
H -1.1533 -1.4529 1.8684 -0.33 0.13 0.06
H 0.6622 -0.2447 -0.2769 0.12 -0.43 -0.30
H 1.3684 -1.0812 2.5953 -0.10 -0.02 -0.12
H 3.5706 -0.9266 1.8233 0.26 0.24 -0.12
H 3.0436 -1.2223 0.1644 -0.04 0.24 -0.23
H 3.0326 0.4512 0.8094 0.03 -0.01 -0.15
H -0.5335 1.0682 -2.0082 -0.11 -0.23 0.74
H 1.0056 0.5997 -2.6429 -0.03 0.00 0.10
O 0.4469 0.4697 -1.8705 0.17 0.28 -0.74
H -1.1961 -0.4508 -1.0000 -0.82 -0.24 -0.39
H -2.2149 1.5313 -2.5368 -0.18 0.24 0.08
O -1.7274 1.4899 -1.7117 0.17 0.05 -1.06
H -1.5095 2.1546 -0.3081 0.05 -0.03 -0.09
H -0.8701 1.3378 0.8208 0.04 0.54 -0.09
O -1.1788 2.2310 0.6265 0.05 -0.10 0.69
```
Forces are in eV/Å.

Summary:
Charge: 0
Multiplicity: 1


No. 3
Molecular formula: C2HCl2F
Method: DFT, ωB97M-V/def2-TZVPD

Geometry as XYZ:
```
6
Properties=species:S:1:pos:R:3:forces:R:3
C -0.6923 0.1615 0.0988 -1.33 -2.04 5.58
C 0.4934 -0.2027 -0.3183 0.95 -0.06 -0.22
F -1.3202 1.2480 -0.2185 -0.45 0.41 -0.51
Cl 1.4203 -1.4959 0.3527 -0.46 0.20 -0.16
Cl 1.2947 0.7518 -1.5046 0.03 -0.08 -0.25
H -1.1959 -0.4627 1.5898 1.26 1.57 -4.44
```
Forces are in eV/Å.

Summary:
Charge: 0
Multiplicity: 1


No. 4
Molecular formula: C27H35N5O6
Method: DFT, ωB97M-V/def2-TZVPD

Geometry as XYZ:
```
73
Properties=species:S:1:pos:R:3:forces:R:3
C 6.8754 0.0569 1.2383 -0.08 0.04 -0.21
C 6.4774 0.3800 -0.1970 0.23 -0.05 0.13
N 5.0425 0.5466 -0.3155 0.42 -0.10 -0.10
C 4.1833 -0.4852 -0.6303 -0.17 0.32 -0.07
O 4.5278 -1.6312 -0.7685 0.10 -0.35 -0.01
C 2.8164 0.1470 -0.8344 -0.41 -0.04 -0.14
C 1.5810 -0.7082 -0.5475 0.49 -0.31 -0.22
C 1.6147 -2.0158 -1.3471 -0.44 -0.20 0.46
O 1.6587 -1.6703 -2.7248 0.00 0.12 -0.22
C 0.3370 -2.8339 -1.0810 0.62 -0.30 0.01
O -0.7802 -2.1235 -1.5695 -0.30 0.24 -0.10
C 0.1548 -3.1053 0.4125 -0.49 0.12 -0.22
C 0.1869 -1.8068 1.1667 -0.06 -0.71 -0.14
N -0.7264 -1.3530 1.9129 -0.29 0.85 0.52
O -1.8440 -2.1530 2.1089 0.47 -0.50 -0.40
C -2.9426 -1.3659 2.5571 -0.28 0.26 0.30
C -3.9284 -2.2936 3.2571 0.41 0.14 -0.16
C -3.5821 -0.6824 1.3887 0.46 -0.07 -0.61
C -3.1023 -0.5306 0.1043 -0.22 -0.05 0.47
N -4.0829 0.1403 -0.5390 0.32 -0.47 0.56
C -4.1391 0.5996 -1.9022 0.02 -0.07 -0.73
C -4.2669 -0.5867 -2.8852 -0.48 0.37 0.13
O -3.0749 -1.2856 -3.1048 0.46 -0.26 0.14
C -2.9180 1.4693 -2.2403 -0.10 -0.01 0.14
C -2.5127 2.3775 -1.1099 0.06 0.07 -0.12
C -1.1810 2.4604 -0.7249 -0.05 0.02 -0.04
C -0.7945 3.2865 0.3159 0.05 0.05 0.05
C -1.7408 4.0317 0.9966 0.07 0.05 0.07
C -3.0705 3.9580 0.6195 -0.07 0.05 0.01
C -3.4531 3.1431 -0.4304 0.08 0.02 -0.02
N -5.0839 0.3869 0.2967 -0.89 0.65 -0.71
N -4.7986 -0.0995 1.4445 0.06 -0.23 0.73
C 1.4104 -0.9612 0.9539 -0.36 0.42 0.04
C 1.3237 0.3815 1.6766 0.37 -0.15 0.07
C 2.6113 1.1708 1.4820 -0.31 0.04 -0.07
C 2.9199 1.4285 -0.0054 0.09 0.06 0.13
C 4.4010 1.7453 -0.0647 -0.46 0.04 -0.17
O 4.9557 2.7923 0.1316 0.15 0.22 0.12
H 6.5716 0.8630 1.9024 0.00 0.06 0.08
H 6.4027 -0.8683 1.5605 -0.02 -0.08 0.05
H 7.9530 -0.0613 1.3036 0.12 -0.02 0.07
H 6.7690 -0.4322 -0.8664 -0.03 0.14 0.02
H 6.9399 1.3157 -0.5191 -0.05 -0.13 -0.04
H 2.7856 0.4027 -1.9022 0.08 0.02 0.12
H 0.7073 -0.1419 -0.8915 0.01 0.01 0.04
H 2.4942 -2.6019 -1.0631 -0.10 0.07 -0.03
H 1.9883 -2.4210 -3.2281 0.04 0.00 -0.01
H 0.4122 -3.7955 -1.6196 0.05 0.16 0.14
H -0.5135 -1.7355 -2.4180 -0.02 -0.06 0.02
H -0.8036 -3.5977 0.5803 0.12 -0.09 -0.02
H 0.9589 -3.7592 0.7552 0.03 -0.03 0.02
H -2.5696 -0.6044 3.2579 0.02 -0.20 -0.11
H -4.8150 -1.7271 3.5232 -0.09 0.01 0.03
H -3.4763 -2.7192 4.1484 0.02 -0.03 0.10
H -4.2082 -3.1000 2.5839 -0.09 -0.07 -0.06
H -2.1889 -0.8398 -0.3556 0.27 -0.03 -0.14
H -5.0641 1.1816 -1.9625 0.11 -0.09 0.04
H -4.5595 -0.1948 -3.8625 -0.06 0.02 0.09
H -5.0618 -1.2553 -2.5258 0.06 0.13 -0.06
H -2.7905 -1.7282 -2.2928 -0.05 -0.09 -0.08
H -3.1605 2.0630 -3.1256 0.02 -0.08 -0.06
H -2.0841 0.8147 -2.5029 -0.03 0.07 -0.03
H -0.4386 1.8785 -1.2544 0.06 -0.09 -0.06
H 0.2459 3.3516 0.5996 0.11 0.00 0.03
H -1.4421 4.6686 1.8156 0.02 0.06 0.07
H -3.8153 4.5370 1.1445 -0.06 0.05 0.05
H -4.4938 3.0985 -0.7135 -0.13 -0.03 -0.01
H 2.2818 -1.5224 1.3152 0.04 -0.04 0.02
H 1.1561 0.2090 2.7390 -0.08 0.07 0.01
H 0.4665 0.9364 1.2954 -0.10 0.02 0.02
H 2.5555 2.1281 2.0017 0.09 -0.01 0.02
H 3.4365 0.6038 1.9230 0.07 0.02 0.07
H 2.3054 2.2435 -0.3877 0.09 0.01 -0.04
```
Forces are in eV/Å.

Summary:
Charge: 0
Multiplicity: 1


The energy results, record by record, are as follows: -775.71864; -424.46624; -1096.92558; -1775.09129 Eh.